[1]
C5H10O | wB97M-V/def2-TZVPD

CARTESIAN COORDINATES (ANGSTROEM)
C 2.5225 -0.0028 -0.2301
C 1.2340 0.4029 0.4674
O 0.1801 0.5330 -0.4787
C -0.8499 -0.3883 -0.3211
C -1.9103 -0.1279 0.7095
C -2.2017 0.0535 -0.7610
H 3.3629 0.0160 0.4735
H 2.7397 0.6935 -1.0453
H 2.4464 -1.0096 -0.6553
H 0.9629 -0.3292 1.2394
H 1.3622 1.3764 0.9592
H -0.5691 -1.4280 -0.5024
H -2.3560 -0.9730 1.2260
H -1.8049 0.7754 1.3043
H -2.8441 -0.6654 -1.2616
H -2.2747 1.0736 -1.1239

DFT total energy = -7393.2608 eV
Orbital gap = 10.7 eV
Lowest unoccupied orbital energy = 0.0445 Ha
SMILES string = CCOC1CC1
Relative energy (zero: lowest compared OMol25 entry of this formula, charge and spin) = 145.2 kJ/mol


[2]
CuF7O2P2 | wB97M-V/def2-TZVPD

CARTESIAN COORDINATES (ANGSTROEM)
P -1.0656 0.0544 -1.4947
F -0.3658 -0.1814 -2.9032
F -1.3491 1.5898 -1.9482
F -0.8663 -1.5316 -1.1805
F 1.4200 -0.4776 -0.3823
O -0.5823 0.5593 -0.0612
F -2.6350 -0.2099 -1.5577
P 0.5844 -0.0352 1.0386
F -0.4411 -1.1198 1.5693
O 0.8562 1.2518 1.7615
F 1.8140 -0.8894 1.8462
Cu 2.6305 0.9897 3.3123

DFT total energy = -86341.5431 eV
Orbital gap = 8.7 eV
Lowest unoccupied orbital energy = -0.1052 Ha
Relative energy (zero: lowest compared OMol25 entry of this formula, charge and spin) = 0.0 kJ/mol


[3]
C21H28ClF3N2O5SSc | wB97M-V/def2-TZVPD

CARTESIAN COORDINATES (ANGSTROEM)
Sc -1.0930 -0.0541 0.5304
Cl -3.1616 0.3623 1.8048
N -0.1230 2.0324 0.1701
N -0.3441 -2.2483 0.5147
C -0.8993 2.8291 -0.5375
C -0.8096 -2.9964 -0.4440
C 1.1463 2.7612 0.3853
C 0.6938 4.2144 0.1956
C 2.1612 2.3577 -0.6719
C 1.7093 2.5191 1.7665
H 1.7799 2.5167 -1.6806
H 2.4170 1.2843 -0.5582
H 3.0792 2.9482 -0.5319
H 0.9701 2.7946 2.5260
H 2.5988 3.1387 1.8972
H 1.9760 1.4674 1.9224
C 0.7687 -2.9899 1.1763
C 0.8927 -4.2558 0.3205
C 0.3807 -3.3494 2.6012
C 2.0633 -2.1942 1.1638
H 2.2899 -1.8615 0.1371
H 2.8623 -2.8089 1.5375
H 1.9642 -1.3016 1.8158
H -0.6862 -3.5777 2.6447
H 0.5950 -2.5316 3.2914
H 0.9660 -4.2285 2.9092
O -0.1687 -4.1444 -0.6833
H 0.6807 -5.1818 0.8714
H 1.8332 -4.3371 -0.2213
O -0.5279 4.1068 -0.6246
H 1.3982 4.8643 -0.3555
H 0.3972 4.6697 1.1428
C -2.0520 2.3066 -1.3176
C -1.8856 -2.5947 -1.3632
C -1.3492 -1.3578 -1.9373
H -2.7999 -2.3819 -0.7677
H -2.0949 -3.3693 -2.0921
C -1.4254 -0.1326 -1.3463
C -1.4761 1.0829 -1.9257
H -2.8493 -0.2862 0.7999
C -0.8056 1.1136 -3.1675
C -0.4155 -0.0835 -3.7622
C -0.5859 2.3992 -3.8540
C -0.6665 -1.3128 -3.1735
H 0.0355 -0.0456 -4.7525
C -0.3355 -2.5770 -3.8677
H 0.2548 -2.3900 -4.7408
H -1.2440 -3.1308 -4.2045
H 0.2221 -3.2880 -3.2257
H -1.5150 2.9731 -4.0382
H -0.1327 2.2215 -4.8348
H 0.0967 3.0816 -3.3193
H -2.3881 3.0325 -2.0504
H -2.8725 2.0672 -0.6299
F -0.7207 1.3444 6.0194
C -0.3480 1.4906 4.7232
F -1.3459 2.1713 4.0645
F 0.7691 2.2859 4.6961
S -0.0290 -0.1494 3.9245
O 1.3563 -0.4496 4.3039
O -1.1155 -0.9782 4.3784
O -0.0921 0.1516 2.4451

Net charge = -1
DFT total energy = -87658.8979 eV
Orbital gap (alpha / beta) = 3.4 / 3.9 eV
Lowest unoccupied orbital energy (alpha / beta) = 0.1004 / 0.0999 Ha
Relative energy (zero: lowest compared OMol25 entry of this formula, charge and spin) = 0.0 kJ/mol


[4]
C4H10O2 | wB97M-V/def2-TZVPD

CARTESIAN COORDINATES (ANGSTROEM)
C 2.2554 0.2036 0.5734
O 2.2293 -0.3905 -0.6954
C 0.9304 -0.7957 -0.8672
C -0.2968 0.4545 -0.3468
O -1.2188 -0.4448 0.1883
C -2.5198 0.0338 0.3584
H 3.1710 0.7896 0.6636
H 1.2798 0.7433 0.5592
H 2.1766 -0.5442 1.3765
H 0.8641 -1.1614 -1.9156
H 0.6412 -1.5985 -0.1746
H -0.3200 1.3619 0.3578
H -0.5709 0.9278 -1.2907
H -2.5897 0.8295 1.1199
H -2.9227 0.4191 -0.5882
H -3.1090 -0.8281 0.6815

DFT total energy = -8401.7888 eV
Orbital gap = 10.7 eV
Lowest unoccupied orbital energy = 0.0368 Ha
SMILES string = COCCOC
Relative energy (zero: lowest compared OMol25 entry of this formula, charge and spin) = 362.6 kJ/mol


[5]
C17H26IrN3OSSi2 | wB97M-V/def2-TZVPD

CARTESIAN COORDINATES (ANGSTROEM)
Ir 0.0773 0.1912 0.1715
O 2.0282 0.1747 0.5752
N 2.6887 1.3260 0.7252
C 4.0245 1.2405 0.9459
C 4.7646 2.3661 1.1279
C 4.1190 3.6167 1.0888
C 2.7730 3.6749 0.8707
C 2.0204 2.4965 0.6799
S 0.3400 2.4541 0.4060
H 4.4090 0.2326 0.9584
H 5.8267 2.2806 1.2995
H 4.6865 4.5258 1.2321
H 2.2410 4.6146 0.8361
C -4.0164 1.8357 1.0900
Si -3.0709 1.2077 -0.4002
C -2.3719 2.7253 -1.2245
C -4.1330 0.4015 -1.7151
N -1.8525 -0.0087 0.1075
C -2.2963 -1.2653 0.4076
C -3.6314 -1.6326 0.7039
C -3.9540 -2.9370 0.9508
C -2.9580 -3.9382 0.9059
C -1.6624 -3.6178 0.6191
C -1.2917 -2.2688 0.3719
N -0.0627 -1.8147 0.0603
Si 1.1838 -2.9301 -0.5372
C 2.6326 -2.0513 -1.3203
C 1.8826 -3.9547 0.8666
C 0.4386 -3.9626 -1.9133
H -4.6666 2.6587 0.7831
H -3.2977 2.2364 1.8096
H -4.6271 1.0995 1.6103
H -3.2434 3.2240 -1.6615
H -1.6736 2.5023 -2.0311
H -1.9051 3.4319 -0.5421
H -4.8002 1.1516 -2.1465
H -4.7362 -0.4402 -1.3810
H -3.4788 0.0447 -2.5148
H -4.4033 -0.8796 0.7657
H -4.9738 -3.2008 1.1975
H -3.2210 -4.9669 1.1156
H -0.9108 -4.3947 0.6181
H 3.2761 -1.5808 -0.5816
H 2.3337 -1.2977 -2.0498
H 3.2094 -2.8218 -1.8409
H 2.2609 -3.2776 1.6367
H 2.7262 -4.5464 0.5018
H 1.1754 -4.6335 1.3430
H 0.0523 -3.2885 -2.6821
H -0.3744 -4.6212 -1.6133
H 1.2192 -4.5737 -2.3732

DFT total energy = -54000.6074 eV
Orbital gap (alpha / beta) = 6.9 / 6.2 eV
Lowest unoccupied orbital energy (alpha / beta) = -0.0056 / -0.0378 Ha


[6]
C3H3N5 | wB97M-V/def2-TZVPD

CARTESIAN COORDINATES (ANGSTROEM)
C -0.6041 0.8591 -0.0570
C 0.9771 -1.1706 0.6527
C 1.3615 -0.8098 -0.6228
H -1.0736 2.2548 1.2557
H 1.5397 -1.8455 1.2982
H 2.4525 -1.1766 -0.6995
N -0.6578 2.1264 0.2523
N -0.9352 0.0581 1.2889
N -0.3128 -1.2023 1.3580
N 0.4562 -0.3545 -1.7395
N -0.4541 0.4430 -1.4014

DFT total energy = -10602.9960 eV
Orbital gap = 8.2 eV
Lowest unoccupied orbital energy = -0.0617 Ha
SMILES string = N=c1nnccnn1
Relative energy (zero: lowest compared OMol25 entry of this formula, charge and spin) = 566.5 kJ/mol


[7]
C36H21HfN8O13Se3 | wB97M-V/def2-TZVPD

CARTESIAN COORDINATES (ANGSTROEM)
Hf 0.5130 -0.8165 0.4921
O -7.1110 1.3704 -0.5884
N -6.2300 0.9139 -1.2856
O -6.3018 0.8140 -2.4950
C -5.0286 0.3992 -0.6168
C -5.1929 -0.0108 0.6566
C -4.1169 -0.5949 1.3814
C -4.2657 -1.0810 2.6901
C -3.1883 -1.6585 3.2988
C -1.9701 -1.7324 2.6099
N -1.7963 -1.2569 1.3877
C -2.8609 -0.6979 0.7771
C -2.6822 -0.2136 -0.5657
N -1.4430 -0.3340 -1.0689
C -1.2266 0.0392 -2.3137
C -2.2244 0.6072 -3.1084
C -3.4895 0.7566 -2.6058
C -3.7615 0.3148 -1.2975
H -6.1625 0.0894 1.1240
H -5.2234 -0.9965 3.1890
H -3.2424 -2.0574 4.3012
H -1.1293 -2.2074 3.0927
H -0.2219 -0.0801 -2.6890
H -1.9849 0.9273 -4.1129
H -4.2700 1.1922 -3.2073
O 3.5576 1.4399 1.7603
C 2.4523 1.3423 1.2928
O 2.1011 0.4217 0.4131
C 1.3893 2.3562 1.6346
C 1.8152 3.5081 2.2495
C 0.9283 4.5499 2.4973
C -0.3990 4.4448 2.1373
C -0.8378 3.2729 1.5600
C 0.0209 2.1700 1.2756
O -0.4139 1.1287 0.6687
N -2.2453 3.2284 1.1966
O -2.8534 2.1844 1.3299
O -2.7698 4.2745 0.8500
N 1.3958 5.7746 3.1226
O 2.5776 5.8654 3.3905
O 0.5781 6.6477 3.3515
H 2.8596 3.5951 2.5142
H -1.0872 5.2586 2.3083
Se 5.0176 0.0301 -0.9329
Se 3.7617 0.4060 -2.8272
C 2.6645 1.8860 -2.2241
C 3.2853 3.0390 -1.7517
C 2.4893 4.0931 -1.3405
C 1.1111 3.9695 -1.4513
C 0.5984 2.7856 -1.9505
N 1.3535 1.7492 -2.3209
C 4.4032 -1.6542 -0.2444
C 5.4014 -2.3451 0.4372
C 5.1208 -3.6100 0.9123
C 3.8826 -4.1623 0.6300
C 2.9612 -3.3955 -0.0537
N 3.1856 -2.1366 -0.4549
H 4.3634 3.0941 -1.7033
H 2.9354 4.9957 -0.9431
H 0.4410 4.7591 -1.1381
H -0.4753 2.6516 -2.0304
H 6.3761 -1.8969 0.5749
H 5.8662 -4.1633 1.4689
H 3.6188 -5.1600 0.9508
H 1.9774 -3.7900 -0.2645
O 2.9877 -1.9664 3.1645
Se 1.3941 -1.9632 3.0987
O 0.6113 -2.6442 4.3216
O 0.7290 -0.4684 2.6941
O 0.8351 -2.6067 1.6200
N -0.6443 -6.4083 -4.8070
C -0.4664 -5.5576 -4.0531
C -0.2498 -4.4943 -3.1161
C 0.6727 -3.4868 -3.3963
C 0.8959 -2.4811 -2.4704
C 0.2019 -2.4004 -1.2521
C -0.7394 -3.4167 -1.0268
C -0.9526 -4.4608 -1.9128
H 1.2263 -3.5158 -4.3270
H 1.6628 -1.7479 -2.6970
H -1.3016 -3.4270 -0.0971
H -1.6601 -5.2485 -1.6844

Net charge = -1
DFT total energy = -273555.0911 eV
Orbital gap = 6.8 eV
Lowest unoccupied orbital energy = 0.0218 Ha
Relative energy (zero: lowest compared OMol25 entry of this formula, charge and spin) = 26.3 kJ/mol


[8]
C23H37BrCl4F10N2O4P | wB97M-V/def2-TZVPD

CARTESIAN COORDINATES (ANGSTROEM)
C 5.6818 2.7316 1.3889
C 4.4161 2.1144 0.5015
C 3.3783 1.1967 1.3848
O 2.0819 0.9283 0.7344
C 2.0839 -0.3489 -0.0005
N 1.4462 -0.3062 -1.3678
C -0.0869 -0.1575 -1.2651
C -0.3935 1.4380 -1.3645
C -1.9410 1.8603 -1.6834
F -1.9348 3.3324 -2.0207
C -0.7626 -0.9798 -0.0416
C -1.2012 -0.1393 1.2829
C -2.8335 -0.1574 1.6087
N -3.1519 -1.4278 2.3522
C -3.1395 -1.2657 3.8553
C -4.5780 -0.7785 4.4793
C -4.4147 -2.1081 1.8795
C -4.3882 -3.7805 1.9084
O -5.5131 -1.5210 1.3998
P -2.2288 -2.0044 -0.8286
O -3.0318 -1.1244 -2.0858
Br -1.2779 -3.8332 -1.7993
O 0.1387 -2.0723 0.4288
C 1.4519 -1.5993 0.8338
C 2.4581 -2.9327 0.7299
F 1.6041 -4.0767 1.2255
F 2.7990 -3.1099 -0.7155
C 3.7616 -2.8497 1.7146
F 4.9113 -2.0661 1.1294
F 3.4870 -2.2170 3.0483
C 4.4224 -4.3401 2.0806
F 3.6323 -5.0890 3.0965
F 5.7346 -4.0134 2.7539
C 4.8031 -5.2325 0.7616
F 5.6336 -6.3887 1.2685
F 5.6377 -4.5504 -0.2506
F 3.6386 -5.8579 0.0756
H 5.3663 3.0369 2.4851
H 6.1179 3.7076 0.8776
H 6.5972 1.9674 1.4464
H 4.9086 1.5358 -0.3918
H 3.8626 3.0412 0.0462
H 3.1508 1.7838 2.3992
H 3.9704 0.2353 1.7113
H 3.2338 -0.6161 -0.1808
H 1.6339 -1.1851 -1.9378
H 1.8953 0.4742 -1.8976
H -0.4825 -0.6428 -2.2823
H 0.2577 1.8605 -2.2719
H -0.0012 2.0012 -0.4113
H -2.6896 1.7492 -0.7897
H -2.3916 1.3379 -2.6578
H -0.8869 0.9856 1.3165
H -0.7184 -0.6277 2.2611
H -3.5054 0.0854 0.6886
H -2.9960 0.7361 2.3822
H -2.3164 -0.4527 4.1363
H -2.7900 -2.2725 4.3890
H -4.5160 -0.3766 5.5861
H -5.3233 -1.7091 4.4966
H -5.0764 -0.0037 3.7318
H -4.4359 -4.2376 0.8070
H -5.2254 -4.2260 2.6037
H -3.3584 -4.1885 2.3538
H -3.9156 -1.5694 -2.2767
H 1.3704 -1.2644 1.9726
Cl -6.9945 5.1900 -3.0502
C -5.4379 6.0015 -2.7463
C -4.5838 5.2463 -1.7406
Cl -5.2695 5.3056 -0.0972
H -5.6472 7.0224 -2.4115
H -4.9180 6.0588 -3.7071
H -3.5887 5.6973 -1.6846
H -4.4653 4.1950 -2.0211
Cl 2.1866 2.4208 -3.1194
C 1.5108 2.0298 -4.7208
C 2.5789 1.9978 -5.8021
Cl 3.2331 3.6181 -6.1493
H 0.7294 2.7621 -4.9473
H 1.0398 1.0462 -4.6339
H 2.1513 1.6224 -6.7364
H 3.4141 1.3469 -5.5248

Net charge = +1
DFT total energy = -192199.0363 eV
Orbital gap = 8.3 eV
Lowest unoccupied orbital energy = -0.1181 Ha